1.
The following is a DFT calculation (ωB97M-V/def2-TZVPD) of a structure of composition C56H44BFN6O6Sn.

Structure (ORCA input):
```
! wB97M-V def2-TZVPD RIJCOSX def2/J DEFGRID3
* xyz -2 1
Sn 0.4707 0.6675 0.1220
C 4.3868 -3.2953 -5.2230
C 4.7642 -1.9585 -5.1795
C 4.2231 -1.1062 -4.2274
C 3.2868 -1.5580 -3.2938
C 2.9161 -2.9028 -3.3591
C 3.4584 -3.7642 -4.3030
C 2.7093 -0.6496 -2.2709
C 1.9286 0.4512 -2.7408
C 1.6978 0.7740 -4.0942
C 0.8741 1.8872 -4.1091
C 0.6056 2.2225 -2.7649
N 1.2596 1.3426 -1.9321
C -0.2711 3.2691 -2.3395
C -0.6394 3.5335 -1.0225
C -1.5488 4.5737 -0.6183
C -1.6903 4.4936 0.7321
C -0.8248 3.4399 1.1940
C -0.6301 3.0749 2.5233
C -1.4875 3.6821 3.5701
C -2.2826 2.8683 4.3871
C -3.1102 3.4067 5.3591
C -3.1655 4.7840 5.5517
C -2.3707 5.6049 4.7656
C -1.5387 5.0587 3.7950
C 0.3636 2.1482 2.9825
N 1.1011 1.3034 2.1888
C 1.9806 0.6393 3.0146
C 2.9004 -0.3714 2.5959
C 3.6282 -1.0973 3.6677
C 5.0204 -1.0620 3.7596
C 5.6977 -1.7652 4.7485
C 4.9942 -2.5163 5.6800
C 3.6057 -2.5527 5.6112
C 2.9355 -1.8516 4.6196
C 3.1274 -0.7585 1.2813
C 3.9807 -1.8426 0.8760
C 3.8986 -1.9451 -0.4799
C 2.9927 -0.9251 -0.9356
N 2.5372 -0.2093 0.1574
C 1.8217 1.1013 4.3353
C 0.8017 2.0437 4.3156
N -0.2018 2.8621 0.1044
C -0.8412 4.1345 -3.4064
C -0.0066 4.8846 -4.2401
C -0.5197 5.6887 -5.2476
C -1.8919 5.7708 -5.4513
C -2.7384 5.0368 -4.6312
C -2.2176 4.2302 -3.6277
H 4.8095 -3.9617 -5.9657
H 5.4900 -1.5787 -5.8898
H 4.5281 -0.0678 -4.1865
H 2.1777 -3.2627 -2.6530
H 3.1462 -4.8024 -4.3291
H 2.0686 0.2349 -4.9517
H 0.4832 2.3873 -4.9812
H -2.0205 5.2868 -1.2756
H -2.3137 5.1159 1.3534
H -2.2382 1.7963 4.2369
H -3.7214 2.7494 5.9673
H -3.8144 5.2083 6.3090
H -2.3889 6.6790 4.9138
H -0.9022 5.7045 3.2027
H 5.5686 -0.4690 3.0373
H 6.7801 -1.7202 4.7945
H 5.5201 -3.0668 6.4514
H 3.0424 -3.1378 6.3294
H 1.8540 -1.8801 4.5632
H 4.5724 -2.4539 1.5396
H 4.4273 -2.6394 -1.1152
H 2.3989 0.7806 5.1888
H 0.4244 2.6183 5.1478
H 1.0631 4.8265 -4.0807
H 0.1561 6.2582 -5.8759
H -2.2949 6.3972 -6.2386
H -3.8117 5.0829 -4.7792
H -2.8819 3.6562 -2.9949
C -3.4740 1.1048 -1.9043
C -3.3377 -0.4005 -1.7642
C -4.2737 -1.1055 -2.7386
O -1.9989 -0.7492 -2.1676
B -1.4729 -1.5479 -1.2050
O -2.2945 -1.7972 -0.1352
C -3.4488 -0.9353 -0.2749
C -4.6828 -1.7827 -0.0083
C -3.3335 0.1561 0.7812
H -3.3172 1.3680 -2.9514
H -2.7243 1.6320 -1.3141
H -4.4710 1.4380 -1.6038
H -4.0117 -0.7887 -3.7487
H -5.3171 -0.8464 -2.5506
H -4.1601 -2.1888 -2.6841
H -4.6638 -2.7013 -0.5936
H -5.5954 -1.2292 -0.2381
H -4.7046 -2.0511 1.0490
H -2.4287 0.7473 0.6500
H -3.2793 -0.3164 1.7633
H -4.2007 0.8198 0.7591
F -0.0416 -6.0591 3.7126
C -0.5400 -5.9579 2.4757
C 0.1453 -5.3649 1.4982
N -0.3312 -5.2871 0.2088
C 0.3888 -4.4798 -0.7754
C 0.2228 -3.0065 -0.4102
O -0.2914 -2.2652 -1.4092
O 0.5352 -2.6015 0.6666
C -1.5992 -5.7358 -0.1219
O -2.0863 -5.6352 -1.2258
N -2.2665 -6.3492 0.9233
C -1.8578 -6.5294 2.2403
O -2.5540 -7.1059 3.0470
H 1.1071 -4.9054 1.6834
H -0.0160 -4.6977 -1.7570
H 1.4476 -4.7357 -0.7351
H -3.1872 -6.6971 0.7003
*
```

Max |F|   0.51 eV/A
Kohn-Sham gap (spin up / spin down)   3.5600 / 3.5455 eV
Energy above the lowest of the compared OMol25 structures with the same formula, charge and spin   0.0000 eV
HOMO energy (spin up / spin down)   0.2 / 0.2 eV

***

2.
The following is a DFT calculation (ωB97M-V/def2-TZVPD) of a structure of composition C5H8O2 at a distorted geometry.

Structure (ORCA input):
```
! wB97M-V def2-TZVPD RIJCOSX def2/J DEFGRID3
* xyz 0 1
C -1.3796 1.4200 -0.2371
C -0.6401 0.3009 -0.9140
O 0.5179 0.6315 -1.6586
C 0.7106 -0.1145 -0.4881
C 1.3495 -1.4498 -0.3584
O 1.9437 -1.0522 0.7965
C 1.4470 0.1989 0.7853
H -2.0793 1.0102 0.4985
H -0.6875 2.1008 0.2665
H -1.9536 1.9933 -0.9728
H -1.2546 -0.4675 -1.3848
H -0.4192 -1.8292 1.2352
H 1.9368 -2.0433 -1.0515
H 1.1343 0.6182 1.7394
H -0.6257 -1.3172 1.7438
*
```

Max |F|   1.39 eV/A
Kohn-Sham gap (spin up / spin down)   8.2263 / 8.3512 eV
Energy above the lowest of the compared OMol25 structures with the same formula, charge and spin   6.5588 eV
HOMO energy (spin up / spin down)   -8.2 / -8.2 eV

***

3.
The following is a DFT calculation (ωB97M-V/def2-TZVPD) of the molecule C15H18N2O3.

Structure (ORCA input):
```
! wB97M-V def2-TZVPD RIJCOSX def2/J DEFGRID3
* xyz 0 1
C 3.6494 3.7739 0.5146
C 2.2892 4.2201 -0.0038
O 1.6107 3.1623 -0.6761
C 0.9627 2.2746 0.0933
O 0.9334 2.3689 1.3091
C 0.3010 1.2245 -0.6800
C 0.3028 1.2841 -2.0900
N -0.2047 0.3836 -2.8739
C -0.8902 -0.6363 -2.3066
C -1.5285 -1.5526 -3.1629
C -2.3290 -2.5391 -2.6593
C -2.5642 -2.6356 -1.2777
C -3.5207 -3.6678 -0.7624
C -1.9169 -1.7721 -0.4268
C -1.0258 -0.7914 -0.9015
C -0.2965 0.1103 -0.0541
N -0.1969 -0.0585 1.2806
C -0.1174 -1.3080 1.9937
C 1.1718 -1.3445 2.8305
O 1.2762 -0.2595 3.7110
H 4.2467 3.3693 -0.2992
H 4.1690 4.6222 0.9510
H 3.5225 3.0086 1.2764
H 1.6673 4.5730 0.8259
H 2.3924 5.0077 -0.7534
H 0.7872 2.1205 -2.5744
H -1.3832 -1.4276 -4.2242
H -2.8210 -3.2347 -3.3242
H -3.1766 -4.6671 -1.0273
H -4.5046 -3.5276 -1.2082
H -3.6178 -3.6088 0.3188
H -2.1485 -1.8133 0.6259
H 0.2816 0.7123 1.7537
H -0.1058 -2.1508 1.2997
H -0.9797 -1.4105 2.6689
H 2.0419 -1.2714 2.1737
H 1.2184 -2.3015 3.3714
H 0.5037 -0.2372 4.2878
*
```

SMILES   CCOC(=O)c1cnc2ccc(C)cc2c1NCCO
Max |F|   0.68 eV/A
Kohn-Sham gap   8.2601 eV
Energy above the lowest of the compared OMol25 structures with the same formula, charge and spin   0.8493 eV
HOMO energy   -7.9 eV

***

4.
The following is a DFT calculation (ωB97M-V/def2-TZVPD) of a cluster of 2 separate species, C4H10NO2 in total at a distorted geometry.

Structure (ORCA input):
```
! wB97M-V def2-TZVPD RIJCOSX def2/J DEFGRID3
* xyz -1 1
C -1.7438 -1.0193 -0.5879
O -0.5380 -0.4771 -1.1173
C -1.6848 -1.3149 0.9224
H -1.9797 -1.9009 -1.2280
H -2.4633 -0.2448 -0.7979
H -2.7064 -1.6555 1.2263
H -1.3777 -0.4355 1.4238
H -0.9861 -2.1247 1.1034
C 2.3579 0.4113 -0.4408
C 1.5655 1.4854 0.3951
N 0.2253 1.6502 0.0136
O 2.0996 2.0106 1.3827
H 2.4012 0.8795 -1.4472
H 1.7747 -0.5260 -0.5222
H 3.3555 0.2467 -0.0152
H -0.2368 0.4389 -0.6479
H -0.0630 2.5761 0.3373
*
```

Max |F|   3.18 eV/A
Kohn-Sham gap   7.8882 eV
Energy above the lowest of the compared OMol25 structures with the same formula, charge and spin   1.5077 eV
HOMO energy   -3.8 eV

***

5.
The following is a DFT calculation (ωB97M-V/def2-TZVPD) of a structure of composition C37H29N11O2SY.

Structure (ORCA input):
```
! wB97M-V def2-TZVPD RIJCOSX def2/J DEFGRID3
* xyz 1 1
Y 0.5413 -0.3155 -0.2450
C -1.3124 -4.3486 0.5126
C -2.2533 -4.4435 -0.5102
C -2.7130 -3.2965 -1.1201
C -2.2027 -2.0610 -0.7114
N -1.2532 -1.9769 0.2280
C -0.8437 -3.0967 0.8402
N -2.7819 -0.9408 -1.3038
C -2.4410 0.2865 -1.1591
N -1.3491 0.8728 -0.5203
C -1.3933 2.2337 -0.6950
N -0.5660 3.1576 -0.3378
C 0.7010 3.0063 0.1888
C 1.2428 4.1410 0.8201
C 2.5524 4.1331 1.2313
C 3.3424 3.0042 1.0009
C 2.7479 1.9152 0.4140
N 1.4516 1.9024 0.0378
C -2.6292 2.5709 -1.4397
C -3.1473 3.7913 -1.8342
C -4.3342 3.7685 -2.5558
C -4.9668 2.5644 -2.8670
C -4.4367 1.3450 -2.4646
C -3.2569 1.3782 -1.7441
H -0.9401 -5.2192 1.0315
H -2.6324 -5.4110 -0.8118
H -3.4657 -3.3116 -1.8935
H -0.1071 -2.9631 1.6256
H 0.6108 5.0089 0.9350
H 2.9731 5.0094 1.7068
H 4.3887 2.9746 1.2670
H 3.3114 1.0155 0.1929
H -2.6432 4.7149 -1.5856
H -4.7800 4.6981 -2.8841
H -5.8890 2.5878 -3.4324
H -4.9197 0.4072 -2.7017
N 2.2297 -1.2069 1.4541
C 1.9670 -1.0489 2.8606
C 2.8344 -1.4806 3.8247
C 2.5371 -1.3074 5.1923
C 1.3700 -0.7113 5.5704
C 0.4549 -0.2511 4.5958
C -0.7665 0.3771 4.9318
C -1.5984 0.7959 3.9376
C -1.2124 0.5964 2.5984
N -0.0839 0.0273 2.2392
C 0.7548 -0.4110 3.2269
H 3.1918 -0.9660 1.2346
H 2.1471 -2.1857 1.1607
H 3.7562 -1.9659 3.5283
H 3.2401 -1.6589 5.9346
H 1.1265 -0.5808 6.6169
H -1.0242 0.5145 5.9745
H -2.5422 1.2774 4.1486
H -1.8582 0.9139 1.7900
N 4.2455 -5.5423 -6.2196
C 3.7602 -4.8208 -5.1701
C 4.3790 -3.6262 -4.7746
C 3.8914 -2.9139 -3.6988
C 2.7860 -3.3799 -2.9963
C 2.1609 -4.5613 -3.3805
C 2.6420 -5.2752 -4.4519
S 2.1372 -2.4496 -1.6827
O 1.8595 -3.3084 -0.5432
O 3.0462 -1.3335 -1.3838
N 0.7338 -1.8198 -2.0808
C 0.6996 -0.9263 -3.1545
N 0.5096 0.3319 -2.7292
C 0.3840 1.2890 -3.6463
C 0.4677 0.9832 -4.9913
C 0.6712 -0.3504 -5.3198
N 0.7884 -1.3191 -4.4150
H 4.9734 -5.1658 -6.7975
H 3.7444 -6.3352 -6.5737
H 5.2456 -3.2673 -5.3146
H 4.3695 -1.9924 -3.3960
H 1.2949 -4.9213 -2.8401
H 2.1586 -6.1979 -4.7466
H 0.2216 2.2981 -3.2843
H 0.3813 1.7429 -5.7530
H 0.7604 -0.6488 -6.3582
*
```

Max |F|   0.62 eV/A
Kohn-Sham gap   7.2913 eV
Energy above the lowest of the compared OMol25 structures with the same formula, charge and spin   0.2433 eV
HOMO energy   -10.2 eV

***

no.,E (Eh)
1,-3279.6963
2,-345.5639
3,-917.6502
4,-363.6690
5,-2616.7790